(1)
{
  "formula": "CH7N6",
  "method": "ωB97M-V/def2-TZVPD",
  "total_charge": 1,
  "max_force_ha_per_bohr": 0.0666,
  "molar_mass_g_mol": 103.1,
  "homo_lumo_gap_ev": 9.86,
  "e_tot_ev": -10080.222,
  "e_lumo_ha": -0.1140,
  "e_homo_ev": -13.0,
  "relative_energy_kj_mol": 403.4,
  "symbols": ["H", "H", "H", "N", "H", "N", "H", "N", "N", "N", "C", "N", "H", "H"],
  "xyz": [[-1.098, -3.043, 0.167], [2.656, 0.947, 0.756], [2.413, -0.680, 0.778], [-0.207, -1.462, -0.164], [1.484, -0.055, -0.309], [2.487, 0.094, 0.089], [-3.845, 0.614, -0.821], [-1.323, -1.957, 0.162], [-0.993, 0.648, -0.041], [0.023, -0.168, -0.155], [-2.170, 0.504, -0.053], [-3.390, 0.803, 0.088], [3.271, 0.108, -0.597], [-3.959, 0.547, 0.862]],
  "forces_ev_per_a": [[-1.050, 2.639, -0.176], [-0.960, -1.622, -1.934], [1.176, -0.014, -0.785], [-0.456, -2.038, 1.077], [-0.802, 1.617, -0.052], [2.024, 1.287, 2.093], [-0.477, 0.582, 0.765], [1.615, -0.966, -0.632], [-0.857, -0.012, 0.009], [0.900, -0.218, -0.832], [1.745, 0.012, 1.189], [-2.112, -0.412, -2.667], [-0.627, -0.733, 0.880], [-0.119, -0.122, 1.064]]
}


(2)
{
  "formula": "C4H8O2",
  "method": "ωB97M-V/def2-TZVPD",
  "total_charge": 0,
  "max_force_ha_per_bohr": 0.0095,
  "molar_mass_g_mol": 88.1,
  "homo_lumo_gap_ev": [7.81, 7.81],
  "e_tot_ev": -8368.048,
  "e_lumo_ha": [-0.0027, -0.0027],
  "e_homo_ev": [-7.9, -7.9],
  "relative_energy_kj_mol": 505.0,
  "symbols": ["C", "H", "C", "C", "H", "H", "O", "H", "H", "C", "H", "O", "H", "H"],
  "xyz": [[1.237, 0.249, -0.456], [2.207, 0.677, -0.189], [-1.075, 1.114, -0.906], [-0.688, -1.099, 0.783], [-0.384, -1.938, 1.407], [-1.119, -1.408, -0.162], [-2.158, 1.594, -0.584], [1.233, -0.062, -1.505], [0.097, 1.610, 0.844], [0.063, 1.000, -0.057], [-1.274, -0.351, 1.302], [1.170, -1.061, 0.293], [1.640, -0.949, 1.134], [-0.948, 0.625, -1.904]],
  "forces_ev_per_a": [[0.096, 0.006, -0.122], [-0.106, 0.000, -0.087], [-0.074, -0.096, 0.116], [-0.452, -0.147, 0.115], [-0.075, 0.152, -0.079], [0.083, 0.078, 0.096], [0.304, -0.145, -0.130], [-0.015, 0.156, 0.153], [-0.012, -0.060, -0.111], [-0.010, -0.026, 0.036], [0.103, -0.045, -0.053], [0.253, 0.008, 0.029], [-0.013, -0.004, -0.058], [-0.080, 0.124, 0.096]]
}


(3)
{
  "formula": "C20H29ClN3O12P2Tl",
  "method": "ωB97M-V/def2-TZVPD",
  "total_charge": -2,
  "max_force_ha_per_bohr": 0.0876,
  "molar_mass_g_mol": 805.2,
  "homo_lumo_gap_ev": 6.06,
  "e_tot_ev": -86054.444,
  "e_lumo_ha": 0.1280,
  "e_homo_ev": -2.6,
  "relative_energy_kj_mol": 73.6,
  "symbols": ["C", "Cl", "H", "C", "H", "C", "H", "H", "H", "O", "H", "H", "C", "H", "H", "H", "O", "H", "N", "H", "O", "O", "H", "H", "C", "O", "H", "O", "P", "P", "H", "H", "H", "H", "H", "H", "O", "N", "C", "C", "O", "C", "N", "C", "O", "C", "H", "H", "Tl", "H", "C", "H", "O", "C", "C", "C", "C", "H", "O", "C", "C", "H", "C", "C", "O", "H", "C", "H"],
  "xyz": [[0.658, -6.007, -1.150], [8.172, -1.738, -0.265], [-0.001, 2.037, 2.177], [5.938, -5.041, -0.349], [3.220, -6.190, -4.472], [6.830, -2.840, -0.092], [2.626, -2.806, -3.029], [1.354, -4.175, -4.714], [1.961, -3.298, -1.481], [2.337, 0.213, -0.545], [3.639, -2.928, 0.952], [7.953, -4.491, -0.870], [3.563, -5.594, 0.300], [3.133, -0.994, 2.960], [3.656, -3.613, -1.853], [0.653, -5.698, -4.151], [0.331, -0.367, 1.582], [3.668, -4.488, -4.514], [-0.950, -2.948, -0.187], [5.489, -1.370, 0.743], [-2.329, 1.598, -0.828], [3.572, -0.477, 2.264], [3.860, -6.317, 1.066], [4.451, 1.838, 2.946], [5.630, -2.395, 0.432], [0.397, 1.727, 3.006], [0.869, 2.897, 0.204], [1.269, -0.466, 3.986], [2.771, 1.291, 0.392], [1.081, 0.289, 2.712], [4.485, 2.534, 0.271], [6.080, -6.078, -0.638], [0.677, -6.770, -0.371], [4.097, -6.522, -1.570], [2.958, -7.427, -0.615], [2.690, -5.075, 0.696], [-0.062, 2.569, 0.118], [0.186, -4.776, -0.565], [4.708, -4.620, 0.151], [2.025, -6.073, -1.887], [4.367, 1.593, 0.103], [-2.396, 2.808, -0.492], [0.591, -4.349, 0.653], [2.293, -4.934, -2.925], [-3.375, 3.550, -0.406], [3.202, -6.416, -0.950], [3.113, 1.596, 4.098], [-0.089, -6.306, -1.883], [-0.121, 0.010, -0.823], [-1.286, -4.074, -1.955], [2.650, -3.593, -2.272], [4.378, -5.526, -3.290], [1.799, -7.299, -2.629], [-0.769, -3.941, -1.019], [7.000, -4.159, -0.480], [1.064, -4.741, -3.827], [-1.006, 3.483, -0.170], [2.643, -7.561, -3.011], [2.070, 2.630, 0.368], [4.578, -3.294, 0.551], [3.364, 1.811, 3.058], [0.293, -4.169, -3.325], [2.787, 0.724, 2.146], [3.460, -5.326, -3.846], [-0.786, 4.666, -0.189], [2.949, 2.781, 2.788], [-0.095, -3.241, 0.834], [0.038, -2.586, 1.683]],
  "forces_ev_per_a": [[0.083, -0.014, -0.057], [0.036, 0.050, 0.006], [-0.076, 0.158, -0.150], [-0.015, 0.024, -0.030], [0.011, 0.016, -0.016], [-0.057, -0.072, 0.006], [0.005, 0.014, 0.014], [-0.011, 0.021, 0.016], [0.011, 0.022, -0.004], [0.546, 0.142, 0.051], [-0.018, 0.014, -0.048], [0.002, 0.017, -0.004], [-0.033, 0.125, 0.005], [-0.010, 0.087, 0.085], [-0.067, 0.030, -0.031], [0.007, 0.004, -0.019], [-0.108, -0.051, 0.027], [0.000, -0.011, -0.006], [-0.184, -0.208, 0.246], [-0.025, 0.076, 0.001], [0.004, 0.102, 0.079], [0.005, -0.087, -0.101], [-0.033, 0.011, 0.037], [-0.002, -0.036, -0.018], [-0.003, 0.033, 0.005], [0.129, -0.257, 0.077], [0.668, 0.402, 0.039], [0.199, 0.019, -0.043], [0.634, -0.104, 0.170], [-0.403, 0.016, 0.100], [0.096, 0.038, -0.016], [-0.007, 0.010, -0.012], [-0.029, 0.016, 0.013], [-0.022, -0.047, 0.010], [-0.018, -0.005, 0.023], [0.022, -0.026, -0.027], [-4.488, 0.061, -0.392], [-0.187, -0.127, 0.046], [0.034, -0.013, 0.053], [-0.009, 0.075, -0.158], [-0.395, 0.023, 0.040], [0.148, 0.037, -0.130], [0.255, 0.049, -0.011], [-0.105, 0.077, -0.005], [-0.236, 0.102, 0.033], [0.026, -0.113, 0.109], [0.052, -0.018, -0.010], [-0.015, -0.023, -0.022], [-0.653, 0.016, -0.346], [0.014, -0.075, -0.017], [0.029, -0.103, 0.047], [0.012, 0.027, -0.042], [-0.005, -0.045, -0.088], [0.194, 0.161, 0.007], [0.021, -0.030, 0.000], [0.099, -0.091, 0.022], [-0.030, -1.042, 0.032], [0.000, -0.012, 0.020], [3.969, -0.152, 0.481], [-0.013, 0.033, 0.042], [0.020, 0.054, -0.101], [-0.096, 0.066, 0.013], [-0.031, 0.096, -0.084], [0.024, -0.007, 0.109], [0.092, 0.391, -0.034], [-0.018, 0.012, 0.078], [-0.035, 0.057, -0.122], [-0.010, -0.013, 0.004]]
}


(4)
{
  "formula": "C23H34ClFNO6S2SiV",
  "method": "ωB97M-V/def2-TZVPD",
  "total_charge": 0,
  "spin_multiplicity": 3,
  "max_force_ha_per_bohr": 0.0130,
  "molar_mass_g_mol": 618.1,
  "homo_lumo_gap_ev": [7.30, 7.21],
  "e_tot_ev": -108657.501,
  "e_lumo_ha": [-0.0238, -0.0289],
  "e_homo_ev": [-7.9, -8.0],
  "relative_energy_kj_mol": 22.3,
  "s2": 2.014,
  "symbols": ["C", "C", "C", "N", "C", "H", "H", "O", "H", "H", "O", "O", "H", "H", "C", "H", "C", "H", "Si", "H", "H", "F", "C", "H", "H", "S", "H", "C", "H", "V", "C", "C", "H", "C", "C", "C", "S", "O", "H", "H", "C", "H", "H", "C", "H", "H", "C", "H", "O", "H", "H", "C", "H", "H", "C", "C", "C", "C", "H", "Cl", "H", "H", "C", "H", "C", "H", "H", "O", "H", "H"],
  "xyz": [[4.876, 0.238, 0.072], [1.827, -2.194, 2.260], [-2.953, -1.294, -0.763], [1.398, -0.889, -0.774], [-2.413, 1.818, -3.026], [3.981, -2.888, 3.850], [1.968, -4.040, -0.286], [-1.757, -1.224, -1.093], [-3.001, 1.381, 2.989], [1.819, -4.327, 2.202], [-0.315, 3.273, -2.585], [-0.165, 0.859, -2.139], [4.119, -1.370, -1.096], [-2.108, 1.752, -4.068], [-2.106, -2.627, 3.152], [-1.955, -3.687, 2.941], [2.317, 0.933, 0.509], [1.585, -3.683, 3.814], [1.667, -2.221, -1.914], [-5.535, -1.394, -0.242], [2.567, -2.322, -4.211], [0.986, 1.280, 0.727], [-2.888, -2.439, 4.446], [3.007, 2.566, 1.678], [-2.872, 0.889, -2.700], [-0.973, 2.126, -2.044], [3.609, -1.273, -3.253], [2.502, -0.193, -0.292], [-3.853, -2.943, 4.395], [-0.313, -0.045, -0.324], [3.639, -3.664, 3.162], [-5.636, -0.174, 1.499], [-0.504, -3.407, -1.706], [0.073, -2.971, -2.520], [2.574, -1.564, -3.424], [4.611, 1.348, 0.861], [0.132, -2.057, 1.646], [-0.217, -3.351, 1.007], [4.212, -3.563, 2.238], [-3.074, -1.380, 4.640], [2.144, -3.542, 2.887], [0.359, -3.771, -3.210], [2.780, -4.424, -1.801], [-0.745, -1.952, 3.232], [-0.554, -2.263, -3.061], [1.985, -1.354, 2.944], [-4.989, -0.783, 0.467], [-0.138, -2.423, 4.007], [-1.563, 0.276, 1.185], [5.414, 1.928, 1.292], [5.901, -0.055, -0.116], [3.288, 1.707, 1.084], [-3.577, -1.963, -1.373], [-2.342, -2.845, 5.300], [3.856, -0.514, -0.492], [-4.912, 0.615, 2.414], [-3.595, -0.620, 0.312], [2.602, -3.626, -1.074], [3.879, -4.632, 3.601], [-7.350, -0.352, 1.709], [-2.678, -2.229, 2.313], [2.042, -0.686, -3.799], [-3.560, 0.775, 2.290], [-5.446, 1.096, 3.224], [-2.843, 0.154, 1.236], [2.458, -2.034, 1.387], [3.567, -3.359, -0.638], [-1.396, 2.167, -0.642], [-0.830, -0.882, 3.443], [-3.095, 2.654, -2.884]],
  "forces_ev_per_a": [[0.017, 0.004, -0.006], [-0.035, 0.037, 0.034], [-0.033, -0.218, -0.080], [0.116, -0.176, 0.003], [0.024, 0.052, 0.024], [0.000, -0.001, -0.001], [-0.007, 0.004, -0.006], [-0.102, 0.118, 0.056], [-0.006, 0.002, 0.000], [0.002, 0.001, 0.003], [-0.011, 0.030, 0.038], [0.133, -0.135, -0.198], [-0.017, 0.054, 0.012], [0.017, -0.006, 0.010], [-0.007, -0.012, -0.029], [-0.009, 0.005, -0.001], [0.026, -0.004, -0.027], [-0.008, 0.008, 0.009], [0.027, 0.001, -0.027], [-0.004, 0.001, 0.003], [0.000, -0.005, 0.004], [0.021, -0.035, -0.020], [-0.013, 0.013, 0.010], [0.002, 0.003, 0.001], [0.001, 0.006, 0.011], [-0.065, -0.062, -0.072], [0.018, 0.005, 0.024], [-0.008, 0.012, 0.043], [-0.001, -0.001, -0.001], [-0.137, 0.637, 0.144], [0.009, -0.008, 0.001], [0.042, -0.021, -0.029], [0.004, -0.005, 0.020], [0.030, 0.043, -0.002], [-0.053, -0.039, 0.045], [0.002, 0.007, 0.020], [0.075, 0.007, 0.119], [-0.025, -0.165, -0.072], [-0.001, 0.000, 0.000], [0.001, -0.002, 0.000], [-0.018, -0.012, -0.013], [-0.015, -0.008, 0.005], [0.003, 0.011, -0.011], [0.030, 0.010, 0.006], [0.024, -0.001, -0.001], [-0.015, -0.009, -0.009], [-0.090, 0.019, 0.027], [0.020, 0.022, 0.007], [0.078, -0.131, -0.003], [-0.002, 0.002, -0.003], [0.001, 0.007, 0.002], [-0.031, -0.033, -0.025], [-0.040, 0.061, 0.034], [0.001, 0.000, 0.000], [0.024, -0.025, -0.010], [0.047, 0.009, -0.001], [0.165, -0.022, -0.107], [0.000, 0.049, -0.023], [-0.001, 0.001, 0.001], [-0.030, -0.015, -0.009], [0.001, 0.016, -0.008], [-0.012, -0.005, 0.005], [-0.061, 0.021, 0.065], [0.001, 0.004, 0.001], [0.046, 0.037, 0.077], [-0.013, 0.021, -0.035], [-0.067, -0.012, -0.021], [-0.072, -0.150, -0.004], [-0.006, -0.029, -0.006], [0.009, 0.005, -0.005]]
}